(1)
# C13H30N4NiO7

A molecular structure, C13H30N4NiO7 at a distorted geometry (ωB97M-V/def2-TZVPD, the Open Molecules 2025 dataset).

The calculation puts the HOMO energy (spin up / spin down) at -6.03 / -5.96 eV. As for the total energy: -75295.626 eV. As for the multiplicity: 3. The value obtained for the energy relative to the best compared isomer or geometry (same formula, charge and spin) is 0.0 kJ/mol. For the LUMO energy (spin up / spin down), the calculation gives -0.21 / -0.23 eV.

CARTESIAN COORDINATES (ANGSTROEM)
Ni -0.51837 -0.01835 0.03229
O -1.59037 0.89646 -1.48492
O 2.51608 0.18142 -0.52123
O -0.38210 2.27049 -2.96811
O -0.08878 -0.29875 2.49382
O -1.59483 1.93450 1.64621
O 1.35070 -1.91806 -1.14847
O -3.04167 -0.42973 0.99833
N -0.59399 1.70992 0.89166
N 1.41603 0.83437 -0.23355
N -1.92399 -1.04614 0.42771
N 0.14075 -1.65496 -0.63582
C -1.66856 -1.61498 3.74803
C 0.32556 2.64646 0.62121
C 2.88173 2.89104 0.15006
C -3.08047 -3.20547 0.41261
C -1.04981 -0.26878 3.54052
C 2.00157 0.39033 3.48939
C -0.13079 -4.11235 -0.35388
C -0.64389 -2.70898 -0.38262
C 1.56768 2.13085 0.13858
C 0.01121 4.08488 0.84230
C -1.94581 -2.30155 0.05427
C 1.24034 -0.73439 2.83837
C 0.58868 1.57178 -3.71956
H -1.80117 0.44701 3.20974
H 3.39742 2.81746 -0.81933
H 0.11044 1.21125 -4.65065
H -0.31242 4.55585 -0.08751
H 2.70364 3.95014 0.39474
H 1.52811 1.99961 -4.04070
H 2.98445 0.00726 3.78879
H -0.50699 -4.56268 0.60126
H -1.96560 -2.06365 2.79042
H -0.77558 4.18080 1.58627
H 1.47553 0.76077 4.38408
H -0.96370 -2.27704 4.26302
H -4.02615 -2.77303 0.11099
H -0.49876 -4.65987 -1.25516
H -0.56741 0.12903 4.43671
H -2.98179 -4.16112 -0.08903
H -2.66211 0.47119 1.26643
H 0.64608 0.53503 -3.20325
H -1.09362 1.66657 -2.09999
H -0.98039 2.96383 -3.31979
H 0.97870 -4.06694 -0.36769
H 1.93268 -1.03593 -0.88180
H -1.77409 0.10909 -2.07322
H 0.90202 4.63039 1.15755
H 1.14396 -1.59971 3.49785
H 2.15075 1.22453 2.78501
H -3.09224 -3.42456 1.47837
H 1.70345 -1.04137 1.89774
H -2.55707 -1.49040 4.36912
H 3.55464 2.46311 0.91411

***

(2)
# C18H24N4O

A single C18H24N4O molecule at a distorted geometry (ωB97M-V/def2-TZVPD, the Open Molecules 2025 dataset).

The calculation puts the HOMO energy at -6.81 eV. As for the total energy: -27063.001 eV. The value obtained for the energy relative to the best compared isomer or geometry (same formula, charge and spin) is 174.0 kJ/mol. For the LUMO energy, the calculation gives 0.69 eV.

CARTESIAN COORDINATES (ANGSTROEM)
O 1.33615 1.67249 1.89360
N -0.82398 -0.76372 0.62988
N 1.04860 -2.08554 0.61017
N 0.54085 1.23093 -0.80142
N 2.28654 -2.37557 0.26971
C 2.96608 -1.54921 -0.48582
C 1.33511 2.40763 -1.08178
C 1.49390 3.30572 0.15240
C -2.86494 2.67494 -0.61599
C -2.86112 0.55115 0.47645
C -3.53801 1.69071 0.07123
C 4.35039 -1.95860 -0.88026
C 1.16271 0.03577 -0.51454
C 2.44224 -0.31096 -0.90253
C -1.51496 2.51457 -0.89321
C -2.43975 -2.37268 -1.61992
C -2.89910 -2.96281 -0.29099
C -1.78520 -3.07812 0.75144
C -1.39885 -1.78513 1.47952
C -0.81686 1.38542 -0.48710
C -1.50587 0.37575 0.21981
C 2.21692 2.60096 1.29946
C 0.47634 -0.96119 0.23620
H 0.88482 2.97382 -1.90118
H -3.22895 -2.46476 -2.36369
H 0.51139 3.61091 0.51413
H 2.53186 3.34992 2.04126
H -3.28313 -3.96861 -0.48009
H -0.62700 -2.04862 2.20990
H 2.32173 2.09365 -1.41738
H 3.06960 0.33211 -1.50098
H 4.57925 -2.92320 -0.43774
H -2.19170 -1.31971 -1.52577
H -4.58870 1.79312 0.29529
H 3.11677 2.09291 0.92226
H 2.05891 4.19459 -0.13110
H -3.41781 -0.20756 0.99916
H -0.88669 -3.48019 0.28284
H 1.79562 1.19332 2.58998
H -2.10032 -3.78384 1.52327
H 4.42637 -2.03358 -1.96426
H -3.72612 -2.37094 0.10686
H -1.56242 -2.90357 -1.98358
H 5.07811 -1.22346 -0.53872
H -1.01862 3.29717 -1.44214
H -2.25233 -1.37180 2.01476
H -3.37309 3.56842 -0.94448